Record 1
Below is C18H29BrNO4P2Zr as an isolated structure in a non-equilibrium geometry, with properties calculated with ωB97M-V/def2-TZVPD.

Summary:
Calculated total energy in eV: -118711.0363
LUMO in eV: -4.2
Charge: +1
HOMO-LUMO gap in eV: 5.76
Maximum force in eV/Å: 2.69

Last column: Mulliken charge in e.
Geometry (Å):
C  -4.0384  -2.0974  1.3281  -1.114
C  -2.8547  -1.7077  0.6594  1.345
N  -1.9449  -0.8880  1.3310  0.094
C  -2.0839  -0.6519  2.6463  0.566
C  -3.1848  -1.1332  3.3433  -0.806
C  -4.1991  -1.8508  2.6754  -0.459
C  -2.5938  -2.1452  -0.6792  -1.854
P  -0.9007  -2.2027  -1.2774  1.241
Zr  0.0578  -0.2179  0.1368  -0.081
P  0.0224  1.1857  2.3581  1.367
C  -1.0161  0.1111  3.3884  -1.146
O  -3.7993  -0.1302  -2.3200  -0.808
O  -1.4783  0.9992  -2.5711  -0.473
H  -4.7696  -2.6535  0.7432  0.439
H  -3.2280  -0.9358  4.4074  0.466
H  -5.0664  -2.2101  3.2153  0.441
C  -0.5084  -3.9566  -0.9792  -1.307
C  -0.9482  -2.0774  -3.1042  -1.268
H  -1.4876  0.7516  4.1524  0.535
H  -0.3466  -0.5880  3.9208  0.391
H  -3.4351  -0.8413  -1.7590  0.344
H  -3.3174  -2.8312  -1.1132  0.443
C  1.5511  1.3737  3.3041  -1.321
C  -0.7877  2.7945  2.5471  -1.468
H  -1.0574  1.1240  -1.3708  -0.334
H  -1.5084  1.8397  -3.0782  0.390
H  -2.4007  0.7012  -2.5637  0.385
H  -4.5319  0.2622  -1.8011  0.338
H  0.9500  -1.4414  1.1222  0.097
H  -0.7532  1.3843  -0.4194  0.657
H  -1.1364  -4.5948  -1.6257  0.400
H  0.5588  -4.0908  -1.2006  0.426
H  -0.7157  -4.1762  0.0801  0.342
H  -1.6814  -2.7723  -3.5415  0.402
H  -1.1737  -1.0508  -3.4242  0.263
H  0.0547  -2.3263  -3.4772  0.428
H  -0.6724  3.1502  3.5812  0.461
H  -0.3295  3.5078  1.8486  0.403
H  -1.8509  2.7044  2.2933  0.376
H  1.3471  1.9177  4.2363  0.433
H  1.9776  0.3867  3.5160  0.373
H  2.2766  1.9318  2.6987  0.390
Br  3.8092  -0.3496  0.5658  -0.129
C  4.3748  0.7699  -0.8795  0.151
C  5.7411  0.7710  -1.1955  -0.512
C  6.2691  1.7416  -2.0649  -0.486
C  5.4157  2.7038  -2.6291  -0.570
C  4.0479  2.6552  -2.3709  -0.509
C  3.5079  1.6712  -1.5471  0.519
C  2.0374  1.6705  -1.3921  0.440
O  1.3220  2.6783  -1.5431  -0.617
O  1.5176  0.4982  -1.0688  -0.683
H  6.4102  0.0224  -0.7494  0.382
H  7.3452  1.7423  -2.2843  0.374
H  5.8246  3.4823  -3.2677  0.394
H  3.3819  3.3890  -2.8012  0.445


Record 2
Below is C18H29CaClNO2P2 as an isolated structure in a non-equilibrium geometry, with properties calculated with ωB97M-V/def2-TZVPD.

Summary:
Calculated total energy in eV: -74251.8370
LUMO in eV: -4.1
Charge: +1
HOMO-LUMO gap in eV: 4.94
Maximum force in eV/Å: 3.05

Last column: Mulliken charge in e.
Geometry (Å):
Ca  0.2937  0.3947  0.1436  1.217
P  2.6748  -1.2517  0.3152  0.537
C  2.3428  -1.7825  -1.3460  -1.140
C  1.2031  -1.6187  -2.1261  1.325
N  0.0883  -0.9313  -1.6586  -0.308
C  -1.0984  -1.2051  -2.2292  0.644
C  -1.1936  -2.1118  -3.2781  -0.736
C  -0.0541  -2.6355  -3.9030  -0.661
C  1.1687  -2.2744  -3.3791  -0.977
C  -2.3980  -0.6166  -1.6240  -0.876
P  -2.5654  1.0135  -0.9889  0.869
H  2.0840  -2.6290  -3.8262  0.411
H  -2.1781  -2.3607  -3.6618  0.391
H  -0.1275  -3.3356  -4.7235  0.422
H  -3.1220  -0.5796  -2.4591  0.416
H  -2.7583  -1.3144  -0.8466  0.438
H  4.0425  2.5985  -2.6477  0.294
H  3.2487  -1.9923  -1.9374  0.245
H  -0.4754  5.3930  -1.3446  0.294
O  3.3188  2.2079  -2.1338  -0.562
H  2.4177  2.5547  -2.4257  0.285
H  -1.5204  1.2363  -0.0427  -0.346
O  -0.0127  6.0141  -0.7971  -0.596
H  -0.0432  5.6143  0.0839  0.312
C  -2.4585  2.1819  -2.3188  -1.180
H  -3.4132  2.0345  -2.8750  0.395
H  -2.3858  3.2406  -2.0201  0.382
H  -1.6163  1.9715  -2.9974  0.383
C  -4.0856  1.3275  -0.1642  -1.104
H  -4.0932  2.2815  0.3738  0.422
H  -4.8724  1.3349  -0.9309  0.406
H  -4.2808  0.5702  0.5913  0.282
C  3.0824  -3.0164  0.6739  -1.428
H  4.0631  -3.3230  0.2782  0.435
H  3.0358  -3.1973  1.7470  0.424
H  2.3265  -3.6361  0.1592  0.316
C  4.3714  -0.4695  0.3773  -1.106
H  4.5481  -0.1747  1.4248  0.390
H  5.2021  -1.1354  0.0867  0.400
H  4.4184  0.4429  -0.2372  0.176
Cl  -3.4322  -0.2042  3.0847  -0.267
C  -1.8491  -0.0079  3.7250  0.358
C  -1.6764  0.6510  4.9268  -0.481
C  -0.3824  0.8893  5.4337  -0.526
C  0.7307  0.4370  4.7048  -0.721
C  0.5719  -0.2355  3.5019  -0.248
C  -0.7280  -0.4799  2.9638  0.765
C  -0.8687  -1.0763  1.6682  -2.094
H  -2.5480  0.9745  5.4937  0.408
H  -0.2584  1.3974  6.3849  0.375
H  1.7292  0.5989  5.1135  0.389
H  1.4586  -0.6052  2.9627  0.350
H  -0.0685  -1.7692  1.3572  0.632
H  -1.8569  -1.3911  1.3471  0.571